A molecular structure, C25H39AsCl2NO4PS5W. Source: the Open Molecules 2025 dataset; level of theory: ωB97M-V/def2-TZVPD.

Results
molar mass	938.6	u
HOMO-LUMO gap (alpha / beta)	4.83 / 6.37	eV
charge	-2
spin multiplicity	3
energy above the lowest of the compared OMol25 structures with the same formula, charge and spin	25.4	kcal/mol

Element x y z (Å)
W: -0.94 2.58 -0.18
S: -1.27 5.04 0.14
As: 0.20 4.94 -1.46
S: 1.58 3.65 -0.38
S: -0.76 3.27 -2.56
S: 0.80 6.65 -2.52
O: -0.01 0.82 -0.05
P: 0.90 -0.48 -0.02
C: 1.69 -0.06 2.03
C: 2.45 -1.27 2.54
C: 3.75 -1.48 1.76
C: 4.61 -0.21 1.79
C: 3.84 1.01 1.30
C: 2.54 1.18 2.08
C: 0.90 -1.00 -1.88
C: 0.83 0.17 -2.86
C: 2.11 0.99 -2.92
C: 3.30 0.09 -3.26
C: 3.43 -1.03 -2.24
C: 2.15 -1.86 -2.14
C: -0.28 -1.76 0.69
C: -1.78 -1.63 0.34
C: -2.30 -2.51 -0.80
C: -1.88 -3.96 -0.62
C: -0.36 -4.05 -0.54
C: 0.19 -3.23 0.63
H: 0.72 0.08 2.49
H: 1.84 -2.18 2.51
H: 2.71 -1.11 3.60
H: 3.50 -1.71 0.72
H: 4.30 -2.33 2.16
H: 5.52 -0.36 1.20
H: 4.94 -0.03 2.83
H: 3.59 0.88 0.24
H: 4.45 1.91 1.37
H: 1.98 2.05 1.73
H: 2.80 1.39 3.13
H: 0.01 -1.61 -2.04
H: -0.01 0.82 -2.60
H: 0.62 -0.23 -3.87
H: 2.28 1.47 -1.95
H: 2.00 1.80 -3.64
H: 4.23 0.68 -3.30
H: 3.16 -0.34 -4.26
H: 3.63 -0.58 -1.26
H: 4.28 -1.68 -2.47
H: 2.27 -2.62 -1.36
H: 2.01 -2.41 -3.09
H: -0.23 -1.47 1.74
H: -2.03 -0.58 0.19
H: -2.34 -1.92 1.24
H: -1.94 -2.15 -1.76
H: -3.39 -2.42 -0.84
H: -2.26 -4.58 -1.43
H: -2.31 -4.35 0.31
H: 0.06 -3.70 -1.49
H: -0.04 -5.09 -0.43
H: 1.28 -3.29 0.65
H: -0.15 -3.73 1.55
Cl: -3.12 0.40 -2.64
C: -4.34 1.08 -1.60
C: -5.66 0.72 -1.81
C: -6.66 1.28 -1.03
C: -6.32 2.21 -0.06
C: -5.00 2.57 0.14
Cl: -4.62 3.75 1.33
C: -3.96 1.99 -0.61
N: -2.65 2.30 -0.41
H: -5.89 0.01 -2.59
H: -7.69 1.00 -1.18
H: -7.08 2.68 0.56
C: -0.85 1.39 4.39
S: -1.70 1.99 2.93
O: -2.58 3.03 3.42
O: -0.59 2.53 2.07
O: -2.33 0.84 2.33
H: -0.73 2.21 5.09
H: 0.12 0.98 4.12
H: -1.49 0.61 4.81